{"formula": "C66H154N22O22", "method": "ωB97M-V with the def2-TZVPD basis set", "species": ["C", "O", "N", "C", "C", "H", "H", "H", "H", "H", "H", "H", "C", "O", "N", "C", "C", "H", "H", "H", "H", "H", "H", "H", "C", "O", "N", "C", "C", "H", "H", "H", "H", "H", "H", "H", "C", "O", "N", "C", "C", "H", "H", "H", "H", "H", "H", "H", "C", "O", "N", "C", "C", "H", "H", "H", "H", "H", "H", "H", "C", "O", "N", "C", "C", "H", "H", "H", "H", "H", "H", "H", "C", "O", "N", "C", "C", "H", "H", "H", "H", "H", "H", "H", "C", "O", "N", "C", "C", "H", "H", "H", "H", "H", "H", "H", "C", "O", "N", "C", "C", "H", "H", "H", "H", "H", "H", "H", "C", "O", "N", "C", "C", "H", "H", "H", "H", "H", "H", "H", "C", "O", "N", "C", "C", "H", "H", "H", "H", "H", "H", "H", "C", "O", "N", "C", "C", "H", "H", "H", "H", "H", "H", "H", "C", "O", "N", "C", "C", "H", "H", "H", "H", "H", "H", "H", "C", "O", "N", "C", "C", "H", "H", "H", "H", "H", "H", "H", "C", "O", "N", "C", "C", "H", "H", "H", "H", "H", "H", "H", "C", "O", "N", "C", "C", "H", "H", "H", "H", "H", "H", "H", "C", "O", "N", "C", "C", "H", "H", "H", "H", "H", "H", "H", "C", "O", "N", "C", "C", "H", "H", "H", "H", "H", "H", "H", "C", "O", "N", "C", "C", "H", "H", "H", "H", "H", "H", "H", "C", "O", "N", "C", "C", "H", "H", "H", "H", "H", "H", "H", "C", "O", "N", "C", "C", "H", "H", "H", "H", "H", "H", "H", "C", "O", "N", "C", "C", "H", "H", "H", "H", "H", "H", "H"], "positions_angstrom": [[-0.2251, 4.8219, 6.7861], [-0.8592, 3.8309, 6.7384], [0.8425, 5.0921, 7.4930], [1.4705, 6.3829, 7.5689], [1.3802, 4.1138, 8.3956], [-0.5766, 5.7785, 6.2609], [1.4597, 6.7041, 8.5956], [0.8885, 7.0658, 6.9592], [2.5162, 6.4376, 7.1617], [0.6294, 3.3809, 8.5455], [2.1565, 3.5557, 7.9528], [1.7979, 4.6607, 9.2198], [0.7955, -0.4154, 8.3996], [1.3090, 0.5479, 7.9187], [-0.5264, -0.6771, 8.5542], [-0.9188, -1.8139, 9.2090], [-1.5414, 0.1673, 7.9631], [1.3934, -1.2157, 8.8489], [-1.9449, -1.6928, 9.6445], [-0.3235, -1.9615, 10.1090], [-0.9317, -2.6606, 8.5175], [-1.2115, 1.0766, 7.5139], [-2.0841, -0.3471, 7.1823], [-2.2456, 0.4655, 8.7372], [-5.4941, 4.2757, 5.1238], [-6.4815, 4.6916, 4.5197], [-5.5164, 3.1140, 5.8106], [-4.2133, 2.6938, 6.3898], [-6.5153, 2.1357, 5.5875], [-4.4597, 4.7133, 5.1630], [-4.2059, 2.4529, 7.4000], [-3.4972, 3.5057, 6.2201], [-4.0139, 1.7167, 5.8318], [-7.2169, 2.5869, 4.9369], [-5.9995, 1.3522, 5.0415], [-6.8250, 1.7409, 6.6186], [-3.7235, -1.3104, 2.9732], [-4.8549, -1.1749, 3.4748], [-2.9375, -0.2599, 2.6399], [-1.6942, -0.5853, 1.9586], [-3.3118, 1.1054, 2.8935], [-3.2470, -2.2767, 2.8019], [-0.8797, -0.2217, 2.5281], [-1.6431, -0.1706, 0.9829], [-1.7444, -1.6900, 1.8937], [-3.2141, 1.7206, 2.0084], [-4.3079, 1.2675, 3.2940], [-2.5879, 1.5504, 3.5645], [-0.0238, -2.1136, 5.2047], [-0.6650, -2.6451, 6.0625], [1.3500, -1.9771, 5.0672], [1.8455, -1.0491, 4.0760], [2.3582, -2.4310, 6.0385], [-0.4944, -1.7534, 4.2673], [2.4483, -0.2566, 4.5550], [1.0186, -0.5859, 3.5516], [2.5379, -1.5627, 3.4212], [3.2043, -2.7816, 5.5453], [2.6392, -1.6652, 6.7218], [1.9644, -3.3350, 6.6162], [2.7735, 4.4232, 4.7263], [1.9737, 5.1863, 4.1823], [2.5962, 3.1298, 4.9653], [1.5401, 2.3816, 4.3744], [3.7056, 2.4304, 5.7119], [3.7015, 4.9064, 5.1756], [1.1061, 1.8374, 5.2270], [1.9015, 1.6056, 3.6555], [0.9181, 3.1089, 3.9032], [4.4096, 3.2673, 5.8757], [3.2612, 1.9668, 6.5984], [4.2259, 1.8082, 5.0013], [0.2787, -4.7203, -2.1361], [-0.3208, -4.3867, -1.1092], [1.1630, -3.9612, -2.8242], [1.7236, -4.4713, -4.0862], [1.3606, -2.5800, -2.4317], [0.0987, -5.7025, -2.5668], [1.2691, -3.9541, -4.9540], [1.5975, -5.5683, -4.2121], [2.7893, -4.2331, -4.2173], [0.9101, -1.8487, -3.0907], [1.0212, -2.4263, -1.4051], [2.4010, -2.3224, -2.5264], [3.0051, 1.2999, -5.8656], [3.3754, 2.4824, -5.8393], [3.7955, 0.2165, -6.0931], [3.2440, -1.1228, -6.1648], [5.1098, 0.4043, -6.5697], [1.9861, 1.0370, -5.6093], [3.3984, -1.4865, -7.1961], [2.2314, -1.2416, -5.9172], [3.8052, -1.7288, -5.4700], [5.3072, 0.0396, -7.6075], [5.2805, 1.4679, -6.4991], [5.8648, -0.1723, -6.0410], [-1.7447, -4.2294, -8.6485], [-1.6311, -3.0426, -8.8373], [-1.6361, -4.7813, -7.4389], [-1.3855, -6.1808, -7.2850], [-1.7422, -3.9740, -6.2847], [-1.7916, -4.9455, -9.4735], [-0.7387, -6.4623, -8.1714], [-2.2812, -6.7238, -7.3968], [-0.9114, -6.4168, -6.3386], [-1.9413, -2.9612, -6.5269], [-2.5248, -4.3119, -5.5941], [-0.7858, -4.0798, -5.7074], [-2.0827, -7.4737, -2.7074], [-1.3547, -7.3178, -3.6735], [-3.4082, -7.3187, -2.7084], [-4.0727, -7.0391, -1.4234], [-4.0468, -7.0365, -3.9736], [-1.7107, -7.6827, -1.6487], [-4.3816, -6.0152, -1.2840], [-3.2578, -7.0702, -0.6962], [-4.9552, -7.6333, -1.2875], [-3.3613, -6.4090, -4.6319], [-4.1728, -7.9501, -4.5737], [-4.9837, -6.5595, -3.8177], [0.7411, 3.8743, -5.0696], [-0.2770, 3.2533, -5.4430], [1.0214, 5.1645, -5.4354], [0.0228, 5.8049, -6.2935], [2.1878, 5.9021, -4.8976], [1.5994, 3.4500, -4.5629], [-0.4445, 4.9702, -6.8525], [0.5155, 6.6179, -6.8436], [-0.8513, 6.2826, -5.7502], [2.9955, 5.0999, -4.8355], [2.3299, 6.7502, -5.5774], [1.9661, 6.2865, -3.8923], [-5.4699, -2.8824, -1.9744], [-6.7001, -2.8733, -1.9196], [-4.6815, -3.0988, -0.8826], [-5.4457, -3.2196, 0.4105], [-3.2308, -2.8892, -0.9299], [-4.9383, -2.8399, -2.9455], [-5.1427, -4.1399, 0.8718], [-6.4790, -3.2411, 0.0912], [-5.3432, -2.2930, 0.9746], [-2.9107, -1.9702, -0.5294], [-2.7836, -3.7007, -0.3658], [-2.8971, -2.9630, -2.0536], [-0.2605, 2.0425, -0.0556], [-0.7208, 2.3859, 1.0377], [-0.9638, 1.6782, -1.1053], [-0.3140, 1.7494, -2.4639], [-2.3992, 1.9625, -1.1082], [0.8258, 1.9227, -0.1549], [-0.6346, 0.9451, -3.0745], [0.7270, 1.8237, -2.2660], [-0.6322, 2.6663, -2.9214], [-2.8244, 1.4080, -1.8979], [-2.8857, 1.6271, -0.2404], [-2.5498, 3.0721, -1.2291], [4.3089, 0.3494, -2.8151], [4.4862, -0.8753, -2.8230], [5.2394, 1.3062, -2.7948], [4.8056, 2.6783, -2.5980], [6.6190, 0.9816, -2.8867], [3.2619, 0.8094, -2.7386], [3.7398, 2.7354, -2.3461], [4.8904, 3.3565, -3.4201], [5.4639, 3.0689, -1.8631], [7.2505, 1.3349, -3.6864], [7.1519, 1.2741, -2.0164], [6.7172, -0.0826, -2.9783], [-0.7776, -0.5319, -5.7000], [0.0779, -1.2432, -5.1665], [-2.1119, -0.5847, -5.5368], [-3.0577, 0.2051, -6.3362], [-2.7333, -1.4004, -4.4820], [-0.5203, 0.1411, -6.5733], [-3.8079, -0.5065, -6.6424], [-2.5273, 0.5618, -7.2324], [-3.5256, 1.0014, -5.8257], [-3.2093, -2.2361, -4.9373], [-1.8492, -1.7156, -3.8558], [-3.3687, -0.6905, -3.9184], [-6.0916, 0.0071, -1.8676], [-4.9556, 0.0215, -2.2770], [-6.4665, 0.4122, -0.6638], [-7.8273, 0.3518, -0.1067], [-5.4302, 0.9643, 0.1735], [-6.8914, -0.4713, -2.5053], [-8.5356, 0.0394, -0.8446], [-8.1734, 1.2885, 0.3351], [-7.9204, -0.4064, 0.6709], [-4.5396, 0.2756, 0.1786], [-5.1544, 1.9058, -0.2698], [-5.7585, 1.1458, 1.1528], [5.9620, -3.2042, -0.8525], [6.3052, -2.6803, 0.1676], [5.4771, -4.4830, -1.0221], [4.6242, -4.7844, -2.1377], [5.4709, -5.3925, 0.1089], [5.9000, -2.6053, -1.8062], [3.5683, -4.9216, -1.8783], [4.9158, -5.7062, -2.6326], [4.6804, -3.9441, -2.8447], [4.4864, -5.2968, 0.6167], [5.6589, -6.4158, -0.1610], [6.2067, -5.0558, 0.8364], [2.1809, -5.1010, 2.8270], [2.6922, -4.0949, 3.3074], [0.9532, -5.1980, 2.2040], [0.4062, -6.4516, 1.6614], [0.1119, -4.0280, 1.9695], [2.5928, -6.1106, 2.9562], [-0.3491, -6.9608, 2.3489], [1.2161, -7.1406, 1.5352], [0.0759, -6.2240, 0.6959], [0.4690, -3.1546, 2.4931], [0.1030, -3.6500, 0.9596], [-0.9274, -4.2990, 2.2744], [1.2606, 4.9083, -1.5754], [2.2565, 4.2340, -1.8723], [0.8813, 5.1753, -0.3604], [-0.3761, 5.8620, -0.0705], [1.5316, 4.5736, 0.8002], [0.5159, 5.1956, -2.4556], [-0.9909, 5.9099, -0.9705], [-0.1140, 6.8983, 0.2540], [-0.9007, 5.4578, 0.7985], [0.8171, 4.1869, 1.4884], [2.0997, 3.7786, 0.3421], [2.2202, 5.2887, 1.1907], [6.2506, 3.6369, 2.9573], [5.6630, 4.4596, 3.6348], [5.8164, 2.8978, 1.8972], [6.6982, 2.0039, 1.1761], [4.5709, 3.3052, 1.3113], [7.3059, 3.3576, 3.1684], [7.3938, 1.5754, 1.8244], [7.2302, 2.5830, 0.3443], [6.1625, 1.1731, 0.8690], [3.8826, 3.6444, 2.0733], [4.6985, 4.0809, 0.5791], [4.1377, 2.4492, 0.8435], [-2.7377, 5.1145, -3.5506], [-2.3035, 6.1951, -3.1643], [-3.7013, 4.5531, -2.8331], [-4.3829, 3.3439, -3.2490], [-4.3642, 5.2803, -1.7626], [-2.2229, 4.3992, -4.2382], [-4.5267, 2.7953, -2.3280], [-3.8456, 2.6831, -3.9312], [-5.3558, 3.4482, -3.7186], [-5.4326, 5.4015, -1.9053], [-4.2311, 4.7084, -0.8346], [-3.8784, 6.1981, -1.5836], [4.2095, -0.7640, 2.1230], [4.2795, 0.2839, 2.7899], [3.3969, -0.9443, 1.0532], [2.3901, 0.1838, 0.8758], [3.3112, -2.2235, 0.3539], [4.8536, -1.6905, 2.4002], [2.9077, 1.1558, 1.0629], [1.4980, 0.0639, 1.5496], [1.7893, 0.1363, -0.0808], [4.0486, -2.9039, 0.7892], [2.2422, -2.6834, 0.4511], [3.5777, -2.1009, -0.6562]], "atomic_forces_ev_per_a": [[-0.58, 4.65, -1.42], [-1.59, -3.44, -0.05], [2.02, 0.01, 1.05], [0.31, 0.34, -1.27], [-0.09, 0.34, -0.60], [0.32, -0.88, 0.12], [0.11, 0.34, 0.45], [-0.06, 0.27, 0.01], [-0.82, -0.45, 0.41], [-0.82, -0.55, 0.99], [1.32, -0.55, -0.72], [-0.19, -0.25, 0.90], [-1.02, -1.36, 1.18], [0.63, 1.67, -1.20], [1.27, 3.31, -1.70], [-1.96, -2.24, 1.73], [-0.65, -0.12, 0.29], [0.22, -0.29, 0.14], [0.65, -0.02, -0.62], [0.36, -0.47, -0.19], [-0.01, -0.33, 0.40], [1.01, 0.56, -0.12], [-0.23, -0.51, -0.16], [-0.21, -0.08, 0.12], [-1.06, -0.24, -0.41], [1.25, 0.27, 0.16], [2.51, 1.31, 1.15], [-0.83, -0.96, -3.25], [0.82, -1.09, 1.84], [-0.94, 0.40, -0.20], [-0.51, -0.23, 2.01], [0.17, -0.65, -0.08], [0.64, 1.25, 0.67], [-1.36, 0.18, -0.10], [-0.26, -0.76, -0.06], [-0.31, 0.41, -1.76], [-2.24, 1.64, 1.32], [1.63, -0.59, -0.81], [-0.34, -1.08, -0.43], [-1.35, -0.94, 0.59], [0.49, 0.80, -0.02], [-0.10, -0.30, -0.08], [1.09, 0.18, 0.51], [-0.03, 0.44, -1.00], [0.80, 0.59, -0.13], [-0.02, -0.04, -0.53], [-0.05, -0.65, 0.06], [0.18, 0.09, 0.47], [2.06, 0.31, -1.70], [-0.31, -0.63, 1.29], [-0.97, 0.00, 0.93], [0.71, 0.07, 0.74], [-2.81, -1.56, 0.86], [-0.14, 0.29, 0.23], [-0.40, -0.23, -0.09], [-0.02, -0.01, -0.18], [-0.27, -0.22, -0.30], [1.45, -0.46, -1.20], [0.12, 0.80, 0.59], [0.25, 1.34, -0.69], [-0.02, 2.47, 0.57], [0.06, -0.62, -0.34], [2.51, -0.54, 0.65], [0.41, -1.33, 0.52], [-1.00, 1.91, -1.26], [-0.73, -0.96, -0.40], [-0.70, 0.09, -0.50], [-0.04, 0.83, 0.30], [-0.95, 0.11, -0.28], [-0.21, -0.70, 0.74], [0.55, -0.16, -0.15], [-0.03, -0.93, 0.08], [-0.16, 0.39, 0.38], [0.37, -0.01, -0.62], [-0.43, -0.76, -0.18], [-0.09, 0.45, -0.69], [0.41, 0.35, -0.02], [0.19, -0.33, -0.28], [-0.14, -0.28, 0.41], [-0.11, 0.76, 0.38], [-0.16, -0.11, 0.60], [-0.76, -0.17, -0.32], [0.04, -0.16, -0.27], [0.72, -0.10, 0.29], [0.97, 0.94, 0.42], [-0.15, -1.34, -0.22], [-1.72, 0.31, -0.02], [1.73, -0.14, -0.93], [1.36, -0.16, -0.96], [-0.57, -0.27, 0.02], [-0.06, -0.13, 0.37], [-1.51, 0.51, 0.39], [0.30, -0.47, 0.15], [-0.79, 0.47, 0.30], [0.54, 0.20, -0.11], [-0.05, 0.10, 0.78], [1.20, 0.14, -0.21], [-0.69, 1.07, -0.54], [-0.65, -0.25, 0.15], [1.32, -0.16, -1.82], [1.13, -0.70, 1.99], [-0.14, -0.28, -0.18], [-0.42, -0.14, 1.27], [-1.19, -1.00, 0.21], [0.13, 0.06, 0.03], [0.15, 0.81, -0.40], [-0.10, -0.23, -0.21], [-0.73, 0.55, -0.29], [0.92, 0.45, 1.07], [0.04, -0.48, 0.08], [-0.82, 0.43, 0.41], [1.08, 0.42, -0.61], [1.48, 0.06, -1.47], [0.02, 0.09, -1.13], [-0.25, 0.73, -0.73], [-0.56, -0.89, 0.44], [-0.05, -0.72, 0.45], [-0.88, -0.43, 1.03], [-0.20, 0.09, 0.35], [-0.74, 0.41, 0.08], [-0.28, 0.82, -1.58], [1.20, 0.64, 0.92], [-1.24, -0.55, 0.45], [-0.82, 0.23, 0.77], [-0.53, -1.67, -0.04], [-0.02, -0.51, 0.57], [0.48, 0.83, -0.33], [-0.24, -0.56, -0.32], [1.08, -0.46, -0.09], [-0.54, 1.61, -0.16], [0.63, -0.42, 0.18], [0.19, -0.03, -0.26], [-0.47, -0.83, 0.37], [0.76, 0.18, -0.52], [-0.91, 0.67, -0.03], [0.79, 0.90, -1.86], [-0.68, -1.91, -2.33], [0.08, 0.23, 0.36], [0.13, -0.15, 0.74], [-0.19, -0.37, 0.18], [0.37, -0.32, 0.50], [0.23, 1.40, 0.48], [0.45, -0.09, -0.10], [-0.51, 0.12, 2.23], [0.63, 0.15, 2.34], [-0.04, -0.15, -0.70], [-0.68, 0.03, -2.10], [-1.15, 0.63, 2.18], [1.28, 1.46, -0.40], [0.04, 0.25, -0.36], [0.02, -0.96, -0.51], [1.05, -0.27, -0.32], [-0.12, 0.53, -0.40], [-0.58, -0.38, -1.12], [-0.22, -0.27, 1.35], [-0.02, -1.04, 0.05], [-1.23, -0.77, 0.52], [-0.06, 1.00, -0.30], [-0.78, 0.45, -1.08], [-0.41, -0.26, -0.03], [0.87, -0.90, 0.00], [1.02, -0.66, -0.14], [0.52, -0.13, 0.43], [0.36, -0.05, -1.20], [0.15, 0.62, 1.21], [-0.62, 0.86, -0.89], [0.34, 0.30, 1.18], [-0.16, -0.67, 0.23], [0.27, -0.24, -1.80], [-0.81, 0.66, 0.25], [-0.26, 0.31, 0.58], [1.65, -1.42, -1.03], [2.29, 1.78, 0.77], [-0.02, -0.25, 0.92], [-0.48, -0.05, -0.36], [-0.32, 0.04, 0.33], [-0.31, 0.95, 0.86], [-0.76, -0.62, 0.03], [-1.17, -0.03, -0.37], [-0.12, -0.96, -0.05], [-2.23, -1.32, -1.08], [1.69, 0.39, -0.40], [-1.05, 0.32, 1.35], [0.33, -0.44, 0.09], [1.27, -0.83, -1.15], [0.26, 0.67, 0.72], [-0.28, -0.01, -0.78], [0.37, 0.16, -0.27], [0.41, -0.05, 0.17], [-0.81, 0.70, 0.09], [0.55, 0.51, 0.01], [-0.62, 0.00, 1.32], [-1.22, 0.02, -2.16], [0.87, -0.07, 1.23], [0.66, 0.26, 0.58], [-0.06, 0.28, -0.59], [-0.88, 1.16, 0.74], [0.10, -0.53, 0.49], [0.03, 0.22, 0.38], [0.28, -0.11, -0.17], [0.00, -0.31, 0.08], [0.37, -0.41, -0.13], [0.05, -0.38, -0.35], [0.11, -0.04, -0.10], [-1.31, 0.17, 0.37], [-0.43, -0.78, -0.88], [0.47, 0.65, 0.01], [0.61, -0.10, 2.33], [-0.52, -0.01, 0.59], [0.42, -0.04, -0.10], [0.66, 0.95, -0.99], [0.56, -0.56, 0.05], [-1.13, 0.14, -1.38], [0.15, -0.10, 0.94], [-0.08, -0.67, -0.75], [0.66, 0.44, -0.15], [-0.42, -1.24, -3.16], [-0.25, 0.46, 0.08], [-2.09, 0.19, 1.88], [0.65, 1.60, 0.11], [0.82, 0.11, -1.81], [1.12, 0.05, 1.81], [-0.11, 0.01, 0.16], [-0.36, -0.48, -0.39], [0.09, -0.55, -0.40], [-0.45, -0.01, 0.57], [0.42, -0.48, 0.36], [0.37, 0.37, 0.86], [1.22, -0.96, 0.01], [-0.27, -0.26, -0.66], [-0.18, 1.20, 1.05], [0.42, 2.98, -0.80], [-0.14, -0.43, 0.21], [-0.13, 0.12, 0.25], [1.46, -0.25, 1.21], [-0.66, -1.11, 0.77], [-1.29, -1.42, -1.25], [0.00, 0.15, 0.26], [0.07, 0.52, -0.48], [-0.30, -0.45, -0.52], [1.51, 0.38, 1.57], [0.80, 0.22, -1.39], [-2.20, -0.93, -0.75], [0.03, -0.69, 0.45], [0.13, -1.31, 0.64], [-0.40, 0.71, -0.30], [-0.31, -0.53, 0.01], [0.60, 0.37, 0.14], [-0.30, 0.71, 0.02], [-0.12, 0.08, -0.36], [-0.16, -0.12, -0.05], [0.38, 1.13, -0.16], [1.12, -0.08, 1.01], [-0.09, -1.40, -1.04], [-1.03, 1.45, 0.33], [-0.73, -1.07, -0.39], [-1.85, -0.51, 1.74], [-0.91, 1.30, -0.64], [-0.78, -1.01, -0.29], [1.16, 0.15, 0.21], [1.65, -0.08, 0.32], [-0.39, 0.14, 0.18], [1.85, 0.76, -0.14], [0.06, 0.24, -1.41]], "lowdin_charge": [-0.417, 0.037, -0.184, -0.056, -0.015, 0.152, 0.079, 0.083, 0.105, 0.074, 0.061, 0.088, -0.361, 0.027, -0.201, -0.109, -0.032, 0.133, 0.109, 0.092, 0.084, 0.066, 0.084, 0.089, -0.335, -0.015, -0.214, -0.029, -0.048, 0.138, 0.055, 0.066, 0.099, 0.070, 0.069, 0.126, -0.328, -0.028, -0.154, -0.041, -0.038, 0.124, 0.056, 0.060, 0.077, 0.068, 0.074, 0.095, -0.336, 0.028, -0.147, -0.080, -0.029, 0.110, 0.085, 0.058, 0.053, 0.052, 0.061, 0.122, -0.391, -0.033, -0.165, -0.038, -0.002, 0.131, 0.094, 0.074, 0.074, 0.078, 0.073, 0.066, -0.300, -0.042, -0.143, -0.042, -0.037, 0.107, 0.072, 0.103, 0.070, 0.065, 0.074, 0.057, -0.288, -0.023, -0.184, -0.037, -0.067, 0.125, 0.102, 0.039, 0.075, 0.103, 0.082, 0.086, -0.352, 0.021, -0.203, -0.047, -0.051, 0.136, 0.110, 0.070, 0.082, 0.053, 0.084, 0.099, -0.364, -0.013, -0.174, -0.024, -0.037, 0.146, 0.068, 0.080, 0.086, 0.086, 0.097, 0.076, -0.334, -0.061, -0.176, -0.048, -0.023, 0.102, 0.086, 0.082, 0.093, 0.104, 0.084, 0.065, -0.353, -0.035, -0.164, 0.005, -0.037, 0.131, 0.082, 0.072, 0.070, 0.050, 0.067, 0.112, -0.383, -0.005, -0.121, 0.020, -0.028, 0.104, 0.071, 0.065, 0.063, 0.060, 0.035, 0.111, -0.320, -0.044, -0.151, -0.035, -0.043, 0.150, 0.058, 0.079, 0.070, 0.091, 0.070, 0.079, -0.333, -0.049, -0.182, -0.019, -0.041, 0.152, 0.089, 0.101, 0.060, 0.056, 0.099, 0.079, -0.380, -0.012, -0.147, -0.022, -0.039, 0.150, 0.079, 0.093, 0.090, 0.099, 0.077, 0.074, -0.366, 0.025, -0.188, -0.074, -0.040, 0.127, 0.080, 0.089, 0.082, 0.086, 0.082, 0.091, -0.305, 0.002, -0.158, -0.047, -0.062, 0.130, 0.116, 0.070, 0.042, 0.058, 0.044, 0.107, -0.356, -0.054, -0.155, -0.024, -0.025, 0.161, 0.065, 0.104, 0.091, 0.067, 0.057, 0.096, -0.326, 0.015, -0.171, -0.044, -0.053, 0.136, 0.068, 0.116, 0.053, 0.080, 0.096, 0.050, -0.329, -0.028, -0.191, -0.063, -0.025, 0.134, 0.045, 0.085, 0.093, 0.096, 0.091, 0.068, -0.342, -0.036, -0.124, -0.011, -0.047, 0.169, 0.067, 0.076, 0.083, 0.064, 0.113, 0.036], "lumo_ha": 0.0094, "spin_multiplicity": 1, "homo_lumo_gap_ha": 0.321, "e_above_lowest_kj_mol": 1239.6}